Entry 1:
{
  "formula": "C63H50AgF9N5P3SSi",
  "method": "ωB97M-V/def2-TZVPD",
  "e_homo_ha": -0.2348,
  "gap_ev": 6.70,
  "de_lowest_kj_mol": 54.2,
  "charge": 0,
  "symbols": ["H", "H", "F", "P", "H", "H", "H", "F", "H", "C", "H", "F", "H", "H", "C", "C", "C", "H", "C", "P", "C", "C", "C", "C", "C", "N", "F", "H", "H", "H", "C", "C", "C", "C", "C", "C", "C", "C", "C", "C", "F", "H", "H", "C", "S", "C", "N", "C", "H", "H", "H", "C", "C", "H", "C", "H", "C", "F", "H", "H", "C", "C", "C", "H", "C", "C", "N", "H", "C", "C", "H", "N", "F", "C", "C", "C", "H", "C", "H", "C", "C", "C", "C", "P", "C", "C", "H", "C", "C", "C", "H", "H", "C", "H", "C", "C", "H", "H", "C", "H", "H", "C", "C", "H", "C", "H", "H", "H", "C", "H", "C", "H", "C", "H", "C", "H", "F", "N", "H", "H", "Si", "C", "C", "H", "C", "H", "C", "H", "C", "Ag", "H", "F", "H"],
  "coordinates": [[6.6227, 1.1122, -1.8794], [-2.3225, 1.5889, 3.4238], [-5.1064, 1.1781, 6.2134], [-1.6851, -1.2022, 0.9195], [4.5334, 4.9641, -0.7567], [1.6523, -4.5009, -2.8209], [-1.8036, 4.7677, -1.5192], [-3.6129, 0.0078, 7.2547], [0.1059, 0.1593, 3.1889], [2.5984, 0.4802, -4.7078], [4.8448, 0.6722, 1.9811], [0.9030, -7.4108, 0.7142], [-2.8520, 1.0799, -0.2615], [3.2152, 1.0319, -6.6852], [0.8590, 5.5430, -1.7782], [-0.7599, -4.5523, -2.2936], [-0.2004, 2.3008, 3.6018], [4.6256, -4.0180, 3.3390], [-6.1676, -0.3545, -3.1478], [0.4075, 2.6871, -1.9865], [-1.6725, 2.2147, -3.7412], [2.2823, -2.0627, -2.7105], [-1.6803, 2.4016, 3.1039], [0.3290, -4.7428, 0.7857], [1.5008, 1.2583, 2.0769], [1.7676, -5.5050, -2.7594], [-5.4217, -0.9325, 6.5373], [2.0355, 4.6544, 2.1312], [3.0670, -0.4968, -4.7787], [3.5564, -2.7251, 1.5354], [-3.0342, -1.0743, -0.3230], [-4.7129, -1.9209, -1.8279], [-2.5698, -0.9275, 4.9028], [-3.7868, 3.3586, -3.8571], [4.1888, -3.0505, 3.5551], [2.9920, 6.4297, -1.0875], [-3.8687, -0.3059, 2.5256], [-1.1410, 3.6996, 1.4043], [1.3180, 2.1010, -3.4894], [-3.3726, 0.2299, -0.7025], [-5.7864, 0.5058, -4.1107], [-0.1525, 5.7305, -2.1085], [4.6882, -3.1114, 5.6459], [1.6754, 6.6297, -1.4673], [-2.2026, 4.0341, 3.7295], [3.0081, -1.0685, 2.7903], [-1.0303, -3.4419, -2.1098], [-0.2761, -7.1276, 1.2851], [1.7486, -2.7756, -2.0711], [-3.2208, -3.6037, 1.8098], [-1.0257, 1.4191, -4.0910], [4.2244, -2.5435, 4.8490], [3.4362, 0.1591, -1.0940], [-4.6452, 1.4677, -1.9007], [-2.2273, -3.9192, 1.5123], [-0.2517, 2.1385, 4.6780], [1.4072, 2.9658, -4.5848], [-7.2301, 0.2041, -2.5383], [-0.6432, 5.5549, 2.5461], [1.9308, -2.2127, -3.7387], [-0.8077, 4.4876, 2.6602], [3.6598, -1.3049, 5.1095], [-4.4668, -0.0098, 3.7436], [-5.2253, -2.7567, -2.2837], [3.5621, 0.2326, 0.3054], [-2.9383, 2.3470, -4.2892], [-0.5448, -5.8448, -2.4930], [6.7930, 1.2600, 0.5963], [1.5757, 3.6932, 2.3464], [0.4003, 3.7013, 3.2820], [1.2780, 7.6347, -1.5407], [0.8218, -7.6133, -2.9156], [-1.2110, -7.8726, 0.6721], [5.7676, 0.8709, -1.2591], [-1.2974, -2.9808, 1.0603], [2.0862, 2.5925, -5.7292], [2.1489, 3.2717, -6.5704], [2.6848, 1.3376, -5.7905], [-3.4236, -3.1609, -0.6564], [-0.6118, -5.6653, 1.2066], [-5.0556, -0.6249, -2.1751], [-1.2121, 3.0978, -2.7550], [3.0560, -0.5735, 4.0895], [2.1466, -0.2970, 1.3387], [2.0618, 2.5915, 1.7887], [0.4924, 1.1433, 2.9388], [1.3259, -5.0669, 0.5129], [-2.6172, -0.9126, 2.4825], [-1.9771, -1.2190, 3.6853], [-2.0888, 4.0873, -2.3084], [-3.2681, 1.6503, -5.0490], [1.7276, -8.0219, -2.7718], [-0.0204, -3.3991, 0.7057], [3.0953, 3.0493, -1.2964], [4.7674, 0.6272, 0.9004], [4.5750, 0.4821, -1.8471], [0.6915, -2.6668, 0.3406], [-4.7754, 3.4638, -4.2872], [2.6858, 4.0558, -1.3335], [-2.6184, -5.9896, 1.9075], [-5.4391, 0.4664, 3.7694], [-4.4869, -0.0123, 6.2376], [1.9224, 0.8355, -3.5267], [4.5205, 0.4469, -2.9304], [-3.8149, -0.3147, 4.9276], [-1.0034, -1.6983, 3.6730], [2.9239, 2.6530, 1.1373], [-4.0147, 5.0075, -2.5036], [-3.3593, 4.2223, -2.8602], [3.6251, 7.2750, -0.8471], [3.5818, -2.3222, 2.5449], [2.6268, 0.3944, 4.3141], [-3.7053, -2.1440, -0.8981], [-0.8873, 4.0341, 0.4009], [3.4996, 5.1342, -1.0341], [3.3600, -2.2494, -2.6599], [-6.5998, -1.4662, -3.7576], [-1.6236, 2.5455, 1.6295], [3.6893, -0.8987, 6.1135], [-2.0659, -1.1711, 5.8284], [1.8183, -0.3539, -2.0420], [5.8659, 0.9534, 0.1264], [-4.3877, 0.4561, -1.6147], [0.6867, 4.2182, 4.1980], [1.3481, 4.2439, -1.7020], [0.9315, 3.9395, -4.5396], [-1.8917, -5.2587, 1.5751], [0.0254, -8.1831, -2.6859], [0.6539, -6.2780, -2.7145], [-0.1151, 0.1803, -0.6002], [-4.3850, -0.0566, 1.6084], [-0.2146, -7.5598, 2.5578], [2.6099, -5.8801, -3.1582]]
}



Entry 2:
{
  "formula": "C63H58AuFGeN3O4P3S",
  "method": "ωB97M-V/def2-TZVPD",
  "e_homo_ha": -0.4888,
  "gap_ev": 7.59,
  "charge": 2,
  "symbols": ["C", "H", "C", "Au", "H", "C", "H", "H", "H", "H", "C", "C", "N", "C", "H", "H", "H", "H", "H", "H", "H", "H", "H", "H", "H", "C", "H", "C", "C", "C", "C", "H", "S", "C", "C", "H", "H", "N", "H", "H", "H", "H", "C", "C", "H", "C", "C", "C", "C", "C", "H", "C", "C", "H", "C", "C", "H", "O", "C", "H", "H", "P", "C", "C", "C", "C", "Ge", "C", "H", "H", "H", "C", "C", "C", "H", "P", "C", "O", "P", "C", "C", "C", "H", "C", "C", "H", "O", "C", "H", "C", "H", "C", "C", "C", "C", "H", "H", "H", "C", "H", "C", "C", "H", "H", "C", "H", "C", "F", "H", "C", "H", "H", "C", "C", "H", "N", "C", "H", "O", "C", "H", "C", "H", "C", "H", "C", "C", "H", "C", "H", "C", "H", "C", "C", "H"],
  "coordinates": [[0.9688, -3.6256, -3.0704], [4.1667, -3.4657, 5.8232], [1.3892, -3.9589, -0.7305], [-0.5218, -0.0820, -0.9467], [3.0649, 3.4187, 3.9060], [-4.5478, 4.2887, -0.3451], [-4.8278, -1.3597, -2.0081], [-5.2910, -0.2164, -5.4767], [2.7104, 3.7000, 0.0640], [5.3837, -2.0612, 1.4461], [1.4723, 2.6715, -1.3592], [3.7488, -3.2394, 6.8035], [-1.0945, -2.1769, 3.5908], [-5.6553, -1.8244, -0.1033], [-1.5252, -3.3853, 5.2279], [1.6532, 3.7809, 1.9458], [3.3506, -0.6590, -7.0623], [1.3750, 0.6255, -6.3516], [3.6792, 1.1226, 4.5951], [3.2964, 0.9276, -1.8712], [1.1684, -5.9531, -0.0069], [3.7771, -2.2169, -3.1102], [-1.4821, 6.4376, -0.6379], [0.2486, -0.8944, 5.6065], [0.5721, -6.8810, -2.2314], [-1.1900, -1.0008, 2.9205], [-3.1298, 0.6803, 1.3625], [-1.9230, 0.0541, -5.3294], [-1.3795, 5.5968, 0.0349], [-3.0064, 3.3098, -2.4285], [-0.7183, 4.4561, -0.3956], [1.5000, -0.4525, 1.2832], [1.2905, -3.0277, 5.6953], [3.7202, 0.2866, -1.1109], [1.3269, -3.0956, -1.8266], [-5.0392, 0.4139, -3.1099], [1.8697, 2.9165, -4.7072], [-0.4342, -4.4947, 2.8889], [3.3205, -2.7404, 0.3672], [2.1227, -2.0680, 7.6611], [-2.1121, 4.6485, 3.1975], [4.5251, -2.7751, 7.4090], [-1.0672, 3.4562, 1.7611], [3.7275, -1.7745, 0.1253], [-0.3051, 4.4336, -1.3955], [-3.8602, -0.0004, 0.9455], [2.0927, -0.9034, -3.4150], [4.9128, -1.3907, 0.7394], [-4.7177, -0.6860, 1.7887], [1.8449, 0.3981, 1.8463], [-0.2281, -2.8676, 0.5484], [-0.5495, 3.3744, 0.4673], [-4.8034, -1.1331, -0.9525], [6.4231, 0.1199, 0.9159], [3.0749, 3.8956, -3.2704], [-3.2370, 2.5083, -1.3026], [4.1274, 4.7802, -1.6162], [-0.8877, -5.0035, 3.8900], [-1.7397, 4.5909, 2.1830], [-2.5211, -1.7543, -1.6981], [-0.8033, 0.5643, 4.3309], [1.5696, -1.2940, -1.7019], [-1.7565, 0.4145, -3.9908], [1.2049, 2.4309, -2.7113], [-1.2942, -2.3427, 5.0342], [0.7804, -5.8256, -2.1178], [0.0554, 1.1806, -3.7703], [3.6927, -1.5048, -5.1192], [-4.2119, 2.4244, 0.6211], [-0.3726, -1.9174, 6.9210], [-2.4246, 2.9434, -3.2633], [3.3190, 4.1317, -1.9265], [-1.5569, 0.2669, 3.5996], [-4.1599, 0.2695, -3.7233], [4.5813, -2.0447, -5.4173], [-2.7197, 0.7624, -1.4089], [3.0650, 1.2768, 3.7166], [1.7044, -2.9876, 4.3075], [0.4758, 1.9556, -0.0319], [-3.5631, 4.5748, -2.5150], [5.4947, -0.1694, 0.4416], [1.4106, -0.0981, -4.3291], [-6.3434, -2.5489, -0.5173], [-1.8910, 5.6673, 1.3206], [-3.1771, -0.2257, -5.8496], [-3.3983, 5.1712, -3.4025], [0.1793, -5.0730, 2.0132], [1.1194, -5.3119, -0.8761], [-1.1545, -1.9187, -2.8229], [-4.3044, -0.0715, -5.0577], [-2.5160, 0.1924, 4.1148], [3.1099, -0.9289, -0.7935], [-4.3486, 5.0593, -1.4800], [3.2398, -1.5948, -3.8159], [-2.8894, 0.4473, -3.1767], [-6.2956, -2.1351, 1.9182], [-2.1606, -1.7472, 5.3164], [-1.6285, 1.0493, 2.8559], [4.8973, 0.6672, -0.4915], [1.6260, -3.6129, 0.2633], [3.0029, -0.7262, -6.0399], [1.9405, 2.7708, 2.2089], [2.8605, -0.8213, 3.2836], [3.6922, 4.3556, -4.0307], [-3.9955, 3.0207, -0.2514], [-1.0804, -2.6495, -1.2029], [2.6209, 0.1899, 2.9788], [-0.1422, 2.2537, -5.1593], [0.4394, -5.3661, -4.1869], [2.7251, 2.5678, 3.3304], [3.4475, -4.1705, 7.2786], [-4.6796, -0.5143, 2.8566], [-0.6667, -3.0953, 2.6645], [-0.0926, -1.8969, 5.8671], [2.8355, -1.3484, 6.1977], [-0.8496, -1.1265, 1.6441], [2.5133, 3.5245, -0.9836], [-3.2757, -0.5214, -6.8855], [0.8967, -4.2754, 6.2820], [-0.5289, -2.4434, 1.4855], [-4.8028, 6.0387, -1.5564], [0.7045, -4.9775, -3.2126], [-0.8671, 2.6708, 2.4743], [1.8812, -0.0180, -5.6415], [-2.3951, 6.5641, 1.6565], [-3.9164, -0.1901, -0.4354], [-5.6250, -1.5951, 1.2635], [-5.1550, 4.6650, 0.4676], [1.4995, 1.6830, 1.4451], [5.3588, 1.6101, -0.7552], [-1.4428, -1.8088, -1.7826], [0.8984, -2.9885, -3.9420], [2.5664, -2.2854, 6.6882], [2.0334, 3.0673, -3.6494], [-1.0664, 0.0150, -5.9918]]
}



Entry 3:
{
  "formula": "C63H59B2HgN13O4",
  "method": "ωB97M-V/def2-TZVPD",
  "e_homo_ha": [-0.1255, -0.2033],
  "s2": 0.7733,
  "gap_ev": [5.16, 7.27],
  "de_lowest_kj_mol": 0.0,
  "charge": -1,
  "multiplicity": 2,
  "symbols": ["B", "H", "C", "C", "H", "C", "H", "H", "C", "H", "C", "H", "N", "H", "H", "H", "C", "H", "O", "H", "B", "H", "H", "C", "H", "C", "H", "H", "H", "C", "H", "H", "H", "C", "N", "H", "C", "H", "H", "N", "C", "C", "C", "H", "C", "C", "H", "C", "C", "H", "H", "C", "N", "C", "H", "C", "H", "C", "H", "C", "C", "C", "C", "H", "C", "H", "H", "N", "H", "C", "C", "O", "H", "C", "O", "C", "C", "Hg", "H", "C", "C", "H", "O", "H", "C", "C", "C", "H", "H", "N", "C", "H", "C", "C", "C", "C", "H", "C", "C", "C", "C", "H", "H", "H", "C", "N", "N", "N", "N", "H", "H", "C", "H", "C", "H", "N", "H", "H", "H", "N", "C", "C", "C", "H", "H", "H", "C", "H", "C", "C", "C", "H", "C", "C", "N", "C", "H", "C", "C", "H", "C", "C"],
  "coordinates": [[-2.1270, -0.0033, 2.6854], [-4.7364, 1.8238, 2.6715], [2.0385, -0.3894, -3.8659], [0.3374, -0.3862, 5.4278], [-2.2586, -2.7789, -4.0586], [-2.7028, 2.4648, 2.4636], [-4.3180, 4.1930, -0.8057], [-2.7296, -1.6259, 5.2722], [-2.0469, 1.4455, -6.6871], [3.1448, 4.8080, -4.7217], [3.0719, 0.9446, 3.1398], [-0.0013, 1.9715, -8.2768], [-0.1824, -1.6653, -1.6582], [0.1613, 0.2474, -7.8467], [-4.3273, 0.7620, -9.1023], [-4.3704, 3.4159, 3.3509], [-2.3478, -0.8571, -2.1884], [5.1937, 0.1214, -3.2406], [-0.7283, 1.4482, -6.4036], [-0.8519, 3.8380, -5.8968], [3.7596, 0.6514, -0.8503], [1.7334, -2.3041, -1.2840], [0.5545, -3.8770, 1.7987], [3.4324, -0.2237, 5.2013], [-4.9524, 1.9300, -5.0326], [1.9566, -1.4507, 1.5788], [-2.9057, 0.0745, 5.6940], [1.6868, 3.1639, 2.0073], [3.5643, -2.6090, 2.5818], [2.2035, 4.3264, -4.4811], [-3.0984, 0.0643, 3.3670], [-2.5965, -5.0567, -0.8273], [-5.6474, -1.9216, 1.6616], [-0.9455, -6.4136, -0.6791], [2.0426, -0.0231, -2.5906], [3.6593, -0.6410, -5.3887], [-1.2894, -1.7617, -2.4167], [0.4054, 7.0277, -0.7891], [2.7170, 6.8490, 0.0786], [-2.5095, 2.0486, -4.3106], [-0.2421, 5.2069, 0.1312], [-0.2789, -3.5237, -3.7095], [0.1160, 4.1058, 0.9046], [3.0523, -0.8053, 6.0329], [0.8620, -2.4506, -1.9121], [2.0617, 3.7005, -3.2977], [-2.2779, 4.6247, 2.3302], [-4.8491, -1.2453, 1.9654], [-3.3285, 2.3570, -1.0635], [-1.2544, 5.2851, -0.2496], [0.8404, -7.5655, -0.3696], [4.7902, 0.0539, 5.1187], [0.3450, 0.0532, 3.2222], [-4.2848, 1.6966, -5.8558], [5.0979, -1.2066, 0.7830], [-0.9545, -0.4554, 4.9572], [-4.9280, -1.0766, 3.0405], [4.4268, 1.2193, 3.0533], [-0.3137, -4.2541, -4.5091], [1.1259, 4.4078, -5.4357], [-5.7420, 2.5616, -1.0263], [-0.0337, 3.7684, -5.1905], [-2.0294, 3.6030, 2.0937], [-2.3543, 2.8233, -1.0166], [-2.5695, 1.0984, -7.9272], [-5.9903, 4.8839, -0.4632], [-1.3477, 1.9137, -2.6485], [-0.9248, 1.8325, 1.2823], [2.3931, 1.2672, 2.3600], [4.0326, -1.1945, 0.9411], [0.1432, -4.5887, 1.0939], [-6.9129, 4.6459, -0.6090], [-4.8042, -0.6723, -1.4484], [-4.6990, 0.3985, -1.3378], [0.6776, 2.5856, -1.7829], [1.1114, -0.0519, 4.2952], [-1.1034, -4.3258, 0.5277], [0.0317, 0.2388, -0.2441], [-5.0025, -0.2873, 1.4668], [-0.9196, 3.1625, 1.3662], [-1.3448, 2.3034, -3.6607], [-3.8746, 1.9489, 4.2022], [-8.1010, 2.8496, -1.0741], [-1.9012, 0.8308, -8.7330], [-4.8035, 1.3473, -7.0916], [0.8746, -3.3931, -2.9178], [5.2930, 0.7785, 4.0469], [3.3594, 4.8995, 1.4690], [4.8041, 1.7696, 2.1996], [-2.0103, 1.3991, 1.9886], [-4.4643, 3.1267, -0.9528], [-3.2377, -1.0105, -2.7965], [3.2470, -1.8988, 1.8380], [-3.3996, 0.9621, -1.2538], [0.8425, -5.7408, 0.7693], [-3.9915, 2.4020, 3.2194], [5.4584, -0.3054, 5.8923], [0.8106, 3.0498, -2.9196], [-1.8765, -3.1385, 0.9251], [-5.8260, 1.1811, -1.2229], [-3.5312, -1.8451, 1.5965], [2.8597, 3.6582, -2.5673], [1.8131, -5.9199, 1.2156], [-1.9665, -0.9974, 6.7401], [-3.2803, -3.0702, 1.0267], [3.3226, 0.2086, -2.2674], [-1.3155, -2.0214, 1.3651], [3.2554, -0.4074, 0.1890], [-2.2519, 0.2250, -1.4026], [0.6684, -0.5309, 6.4438], [1.0227, -1.6768, 2.0699], [3.3399, -0.3832, -4.3934], [-5.8751, 1.3000, -7.2315], [-0.2308, 3.0163, -3.9791], [-3.2373, 1.8057, -3.6527], [-2.3327, -1.2342, 1.7844], [-1.3769, -7.1236, -1.3746], [4.9695, 0.6033, -0.8392], [3.3115, 1.7362, -0.5530], [-0.9143, -0.1878, 3.6285], [2.5552, 0.2192, 4.2141], [-3.9416, 1.0487, -8.1328], [0.2989, -6.6625, -0.1163], [-6.8127, 0.7368, -1.2642], [1.1707, 1.4702, -7.0341], [1.7481, -4.0067, -3.0811], [2.3505, 4.9887, 1.0857], [6.3526, 0.9950, 3.9831], [-7.0063, 3.3238, -0.9153], [1.9898, 6.0808, 0.3117], [-1.6384, -5.2549, -0.3624], [-3.9994, -3.8319, 0.7722], [-1.3587, -2.7195, -3.4587], [-2.9132, 1.7641, -5.6299], [1.9739, -0.5532, 0.5927], [0.6895, 6.1861, -0.1693], [1.1150, -0.6607, -4.3555], [0.1927, 1.2700, -7.4605], [1.4154, 4.0075, 1.3849], [1.2577, 4.9852, -6.3419], [-2.2115, -0.7674, 5.7038], [4.1258, 0.0051, -3.3267]]
}